The following is a DFT calculation (ωB97M-V/def2-TZVPD) of a cluster of 9 separate species, C34H70BrN10O8 in total in a non-equilibrium geometry.

charge = +1
LUMO energy = -4.3 eV

Geometry (Å):
C -3.536 3.770 -6.537
C -3.680 4.599 -5.462
C -3.179 4.328 -4.015
C -3.440 2.904 -3.503
C -2.441 2.060 -2.872
C -0.978 2.547 -2.674
C -0.010 1.344 -3.076
C 0.565 0.596 -1.790
C -2.763 0.727 -2.362
N -3.991 0.257 -2.476
N -4.864 1.020 -3.066
C -4.766 2.264 -3.573
Br -6.302 3.121 -4.332
H -2.584 3.319 -6.882
H -4.456 3.561 -7.136
H -4.247 5.549 -5.620
H -2.085 4.573 -3.987
H -3.655 5.056 -3.308
H -0.767 2.801 -1.603
H -0.716 3.413 -3.313
H 0.888 1.703 -3.634
H -0.508 0.592 -3.730
H -0.201 0.734 -0.980
H 0.612 -0.507 -1.953
H 1.522 1.028 -1.430
H -2.002 0.098 -1.850
H -5.798 0.604 -3.163
C 2.761 1.072 1.603
O 2.597 1.815 0.640
N 3.837 0.301 1.809
C 3.958 -0.554 2.974
C 4.918 0.319 0.834
H 2.003 0.979 2.397
H 4.843 -0.262 3.543
H 4.060 -1.591 2.648
H 3.079 -0.466 3.613
H 5.310 1.334 0.748
H 4.529 0.012 -0.136
H 5.710 -0.354 1.137
C -4.709 -4.190 0.849
O -5.099 -5.304 1.135
N -5.384 -3.298 0.086
C -4.852 -1.984 -0.210
C -6.681 -3.674 -0.449
H -3.737 -3.806 1.204
H -5.545 -1.227 0.171
H -4.749 -1.875 -1.291
H -3.877 -1.840 0.256
H -7.356 -3.915 0.374
H -6.569 -4.560 -1.077
H -7.098 -2.859 -1.038
C 2.972 5.842 1.164
O 3.045 6.916 1.736
N 2.867 5.674 -0.171
C 2.781 4.355 -0.767
C 2.837 6.846 -1.027
H 2.985 4.890 1.720
H 3.619 4.214 -1.456
H 1.839 4.274 -1.318
H 2.815 3.581 0.004
H 3.754 7.422 -0.885
H 1.987 7.475 -0.751
H 2.750 6.550 -2.071
C -1.507 -0.329 1.343
O -1.443 -1.266 0.558
N -1.785 -0.432 2.655
C -1.843 0.730 3.524
C -2.035 -1.748 3.220
H -1.334 0.712 1.019
H -1.102 0.622 4.318
H -2.839 0.800 3.965
H -1.636 1.643 2.966
H -1.159 -2.380 3.064
H -2.887 -2.203 2.713
H -2.244 -1.669 4.285
C -2.235 6.940 2.061
O -2.348 5.783 2.428
N -1.068 7.608 1.937
C -1.014 8.986 1.491
C 0.174 6.925 2.261
H -3.114 7.551 1.791
H -0.415 9.046 0.579
H -0.552 9.599 2.268
H -2.015 9.366 1.285
H 0.275 6.045 1.621
H 0.140 6.597 3.302
H 1.023 7.584 2.113
C -4.591 -8.287 5.745
O -4.491 -7.189 6.259
N -4.762 -8.515 4.423
C -4.874 -9.853 3.881
C -4.836 -7.379 3.519
H -4.549 -9.213 6.342
H -4.070 -10.019 3.160
H -5.838 -9.959 3.378
H -4.801 -10.599 4.672
H -3.914 -6.800 3.594
H -5.672 -6.742 3.810
H -4.973 -7.715 2.494
C 6.929 -2.101 -0.399
O 6.710 -0.969 -0.793
N 8.097 -2.763 -0.543
C 8.283 -4.113 -0.046
C 9.201 -2.101 -1.215
H 6.157 -2.693 0.124
H 9.097 -4.120 0.682
H 8.536 -4.772 -0.879
H 7.374 -4.477 0.433
H 9.455 -1.186 -0.677
H 8.898 -1.834 -2.230
H 10.069 -2.756 -1.253
C 3.590 -4.201 -0.705
O 3.384 -3.585 0.325
N 3.268 -3.773 -1.947
C 3.547 -4.561 -3.131
C 2.621 -2.482 -2.094
H 4.076 -5.191 -0.701
H 4.205 -3.994 -3.794
H 2.610 -4.777 -3.649
H 4.032 -5.500 -2.866
H 3.271 -1.708 -1.678
H 1.682 -2.484 -1.537
H 2.426 -2.271 -3.144


The following is a DFT calculation (ωB97M-V/def2-TZVPD) of a cluster of 8 separate species, C34H71Br2NO8PS in total in a non-equilibrium geometry.

charge = -1
LUMO energy = 1.9 eV
ΔE to the lowest compared entry with this formula, charge and spin = 0.0 kcal/mol

Geometry (Å):
C 0.210 -2.222 3.974
C -0.899 -1.654 3.077
C -1.023 -0.102 3.092
C -1.073 0.510 1.682
C -0.068 1.523 1.088
P 1.794 1.236 0.757
N 3.570 1.134 0.487
S 2.367 3.411 1.351
C 2.099 0.676 2.627
C 1.757 1.667 3.752
C 1.452 -0.541 0.184
C 0.421 -0.802 -0.940
C 0.867 -1.738 -2.056
O -0.219 -2.610 -2.432
C 1.615 2.012 -1.077
Br 0.431 3.578 -1.346
C 2.194 1.689 -2.222
C 1.972 2.344 -3.550
Br 3.508 0.308 -2.404
H -0.050 -3.212 4.326
H 0.505 -1.564 4.781
H 1.094 -2.370 3.366
H -1.839 -2.081 3.411
H -0.742 -2.036 2.074
H -1.963 0.060 3.601
H -0.259 0.245 3.770
H -1.354 -0.280 1.000
H -2.001 1.087 1.684
H -0.255 2.476 1.559
H -0.476 1.647 0.090
H 3.938 0.200 0.584
H 4.101 1.819 1.004
H 1.245 4.119 1.539
H 1.633 -0.276 2.838
H 3.153 0.489 2.781
H 0.839 2.221 3.598
H 2.589 2.292 4.027
H 1.568 1.060 4.649
H 1.103 -1.113 1.031
H 2.353 -1.075 -0.086
H -0.068 0.074 -1.348
H -0.393 -1.388 -0.517
H 1.109 -1.129 -2.918
H 1.738 -2.301 -1.755
H -0.229 -2.619 -3.399
H 2.202 3.397 -3.516
H 2.582 1.893 -4.320
H 0.938 2.181 -3.810
C 7.725 -3.481 -1.827
C 6.784 -2.754 -0.894
O 6.268 -3.321 0.042
C 6.530 -1.300 -1.193
H 7.825 -4.516 -1.507
H 7.326 -3.455 -2.842
H 8.708 -3.006 -1.812
H 6.090 -1.202 -2.185
H 7.465 -0.738 -1.150
H 5.839 -0.891 -0.460
C 0.122 0.912 -8.138
C 0.170 1.873 -6.970
O 1.218 2.275 -6.524
C -1.150 2.298 -6.378
H 1.136 0.686 -8.462
H -0.372 -0.014 -7.839
H -0.426 1.360 -8.968
H -1.690 1.428 -6.007
H -1.753 2.810 -7.133
H -0.966 2.977 -5.548
C 3.147 -4.813 -3.122
C 4.051 -3.890 -3.900
O 4.784 -3.111 -3.340
C 3.996 -3.978 -5.408
H 3.288 -4.643 -2.057
H 2.103 -4.619 -3.374
H 3.386 -5.854 -3.352
H 2.988 -3.750 -5.757
H 4.271 -4.983 -5.734
H 4.690 -3.260 -5.838
C -5.301 2.633 5.781
C -4.007 1.929 5.442
O -3.996 0.859 4.883
C -2.724 2.625 5.830
H -6.141 2.027 5.448
H -5.375 2.781 6.860
H -5.341 3.603 5.283
H -2.690 2.773 6.911
H -2.658 3.594 5.332
H -1.875 2.016 5.526
C -5.507 0.302 -5.855
C -4.527 1.063 -4.992
O -3.373 0.722 -4.893
C -5.054 2.271 -4.256
H -5.000 -0.539 -6.323
H -6.329 -0.074 -5.244
H -5.906 0.955 -6.632
H -5.858 1.976 -3.580
H -5.435 3.005 -4.968
H -4.251 2.720 -3.678
C -1.595 -5.097 6.701
C -2.614 -4.266 7.443
O -3.290 -4.737 8.329
C -2.744 -2.824 7.023
H -1.598 -6.111 7.095
H -1.839 -5.126 5.638
H -0.600 -4.669 6.826
H -3.033 -2.766 5.973
H -1.793 -2.309 7.163
H -3.505 -2.337 7.628
C -2.789 3.338 0.514
C -2.834 4.183 1.762
O -1.835 4.591 2.304
C -4.207 4.500 2.320
H -1.756 3.170 0.208
H -3.259 2.372 0.711
H -3.321 3.842 -0.296
H -4.728 3.575 2.576
H -4.793 5.049 1.581
H -4.103 5.111 3.215


The following is a DFT calculation (ωB97M-V/def2-TZVPD) of a cluster of 5 separate species, C34H71ClF2N2O14P2 in total in a non-equilibrium geometry.

LUMO energy = 0.4 eV
SMILES = CCP(CC)[C@]1(P(O)O)OC(=O)[C@@](CCCCN)(N(C(=O)F)C(=O)F)[C@@]1(C)C[C@H](C)Cl.COCCOC.COCCOC.COCCOC.COCCOC

Geometry (Å):
C 0.203 2.897 4.931
C -0.064 1.465 4.453
P -1.467 1.474 3.263
C -1.221 2.931 2.183
C -2.173 4.088 2.552
C -1.368 -0.060 2.107
P 0.397 -0.380 1.554
O 0.070 -0.704 -0.016
O 0.865 1.173 1.333
O -2.189 0.348 0.974
C -3.473 0.268 1.396
O -4.347 0.975 1.006
C -3.613 -0.929 2.393
C -4.442 -0.370 3.562
C -4.863 -1.276 4.728
C -5.146 -0.430 5.973
C -5.751 -1.233 7.131
N -5.342 -0.847 8.490
N -4.355 -2.005 1.607
C -4.138 -2.028 0.212
O -3.132 -2.262 -0.341
F -5.271 -1.794 -0.455
C -5.738 -2.181 1.966
O -6.163 -3.137 2.485
F -6.491 -1.135 1.646
C -2.115 -1.285 2.727
C -1.718 -1.327 4.210
C -1.533 -2.594 2.107
C -2.237 -3.952 2.261
C -2.942 -4.275 3.569
Cl -0.957 -5.206 2.052
H 0.657 2.879 5.925
H -0.727 3.467 5.015
H 0.879 3.425 4.258
H 0.856 1.012 4.076
H -0.404 0.864 5.301
H -1.351 2.646 1.140
H -0.185 3.265 2.266
H -2.633 4.515 1.660
H -2.987 3.739 3.195
H -1.645 4.865 3.107
H -0.863 -0.588 -0.252
H 0.935 1.374 0.389
H -5.325 0.116 3.142
H -3.826 0.441 3.960
H -4.077 -1.985 4.987
H -5.776 -1.826 4.489
H -5.817 0.394 5.695
H -4.210 0.047 6.296
H -6.836 -1.098 7.107
H -5.520 -2.293 7.002
H -4.327 -0.783 8.529
H -5.665 0.100 8.671
H -2.165 -0.520 4.795
H -0.630 -1.216 4.265
H -1.966 -2.275 4.684
H -1.335 -2.451 1.047
H -0.557 -2.734 2.584
H -2.909 -4.136 1.430
H -3.755 -3.587 3.778
H -2.236 -4.321 4.401
H -3.380 -5.273 3.487
C 2.117 5.588 0.137
O 1.523 4.450 -0.462
C 1.622 4.434 -1.874
C 2.741 3.536 -2.347
O 4.015 4.007 -1.943
C 4.545 3.340 -0.811
H 2.201 5.386 1.203
H 3.113 5.782 -0.268
H 1.492 6.476 -0.005
H 1.770 5.448 -2.259
H 0.674 4.057 -2.271
H 2.732 3.511 -3.441
H 2.580 2.515 -1.984
H 4.900 2.338 -1.078
H 3.805 3.257 -0.011
H 5.388 3.928 -0.454
C 1.844 -6.546 -3.686
O 0.798 -6.525 -2.734
C 1.225 -6.804 -1.409
C 1.390 -5.546 -0.588
O 2.422 -4.722 -1.100
C 1.875 -3.686 -1.899
H 1.457 -6.103 -4.603
H 2.707 -5.968 -3.348
H 2.160 -7.573 -3.900
H 2.163 -7.368 -1.421
H 0.458 -7.432 -0.945
H 1.650 -5.825 0.438
H 0.447 -4.995 -0.557
H 1.413 -2.907 -1.274
H 1.123 -4.080 -2.584
H 2.681 -3.240 -2.479
C 9.165 3.831 -4.561
O 7.878 3.689 -5.129
C 6.820 3.815 -4.192
C 6.176 5.181 -4.221
O 7.072 6.203 -3.807
C 7.650 6.927 -4.875
H 9.871 3.948 -5.382
H 9.225 4.708 -3.912
H 9.441 2.940 -3.985
H 7.178 3.596 -3.181
H 6.063 3.067 -4.452
H 5.335 5.177 -3.527
H 5.795 5.394 -5.226
H 6.923 7.614 -5.322
H 8.035 6.262 -5.652
H 8.473 7.509 -4.465
C -0.944 -3.645 -4.415
O -0.375 -2.349 -4.482
C -0.106 -1.928 -5.808
C -1.178 -1.002 -6.333
O -2.433 -1.648 -6.457
C -3.320 -1.386 -5.387
H -1.332 -3.788 -3.408
H -1.762 -3.759 -5.131
H -0.185 -4.411 -4.608
H -0.003 -2.791 -6.473
H 0.850 -1.393 -5.798
H -0.888 -0.652 -7.328
H -1.264 -0.132 -5.678
H -3.728 -0.371 -5.455
H -2.829 -1.511 -4.418
H -4.139 -2.098 -5.463


The following is a DFT calculation (ωB97M-V/def2-TZVPD) of a structure of composition C34H71GaNO10.

charge = -1
LUMO energy = 2.1 eV

Geometry (Å):
C 1.086 6.258 0.570
C 1.468 5.326 -0.576
C 2.967 5.405 -0.893
N 0.677 4.592 -1.208
Ga -0.390 3.184 -0.342
C -2.240 3.108 -1.110
C -3.469 2.943 -0.210
C -3.468 3.867 1.007
C -3.665 1.469 0.202
O 0.379 1.544 -0.842
C 1.320 0.860 -0.094
C 0.847 0.372 1.312
C 1.400 1.180 2.494
O -0.574 0.275 1.358
H 1.608 5.971 1.489
H 1.379 7.288 0.343
H 0.013 6.201 0.748
H 3.205 6.293 -1.489
H 3.247 4.518 -1.462
H 3.560 5.442 0.024
H -0.208 3.424 1.238
H -2.243 2.309 -1.832
H -2.362 4.031 -1.691
H -4.345 3.236 -0.803
H -2.694 3.588 1.727
H -4.433 3.816 1.525
H -3.314 4.908 0.709
H -4.514 1.020 -0.323
H -3.861 1.363 1.275
H -2.783 0.870 -0.040
H 1.580 -0.048 -0.668
H 2.261 1.423 0.042
H 1.206 -0.657 1.425
H 1.746 0.535 3.305
H 2.227 1.821 2.185
H 0.628 1.836 2.902
H -0.899 1.129 1.671
C 4.256 -1.485 6.755
C 3.663 -1.176 5.401
O 3.128 -0.114 5.179
C 3.756 -2.259 4.356
H 4.118 -0.630 7.411
H 3.769 -2.354 7.196
H 5.322 -1.702 6.662
H 3.252 -3.163 4.697
H 4.802 -2.508 4.168
H 3.291 -1.917 3.434
C 0.393 -1.630 10.552
C 1.612 -1.232 9.749
O 2.387 -2.055 9.326
C 1.793 0.246 9.505
H 0.363 -2.710 10.662
H 0.423 -1.160 11.537
H -0.513 -1.285 10.051
H 1.863 0.775 10.458
H 0.929 0.644 8.970
H 2.689 0.428 8.919
C 0.574 -5.491 2.316
C 1.908 -5.829 2.924
O 2.422 -5.138 3.774
C 2.586 -7.082 2.417
H 0.191 -4.568 2.741
H 0.664 -5.370 1.236
H -0.141 -6.295 2.493
H 2.752 -7.006 1.341
H 1.945 -7.948 2.590
H 3.537 -7.220 2.926
C -4.083 -3.898 2.556
C -2.875 -3.540 1.716
O -2.145 -4.401 1.276
C -2.639 -2.079 1.467
H -4.151 -4.977 2.669
H -4.005 -3.428 3.538
H -4.990 -3.518 2.083
H -2.512 -1.540 2.407
H -3.500 -1.644 0.952
H -1.749 -1.924 0.865
C -4.737 1.241 -5.732
C -4.020 1.518 -4.433
O -4.362 2.415 -3.686
C -2.819 0.655 -4.116
H -5.587 1.915 -5.824
H -4.055 1.372 -6.571
H -5.085 0.206 -5.753
H -2.066 0.785 -4.896
H -3.084 -0.405 -4.096
H -2.428 0.952 -3.157
C 0.925 -2.541 -2.898
C 2.126 -2.224 -3.757
O 2.850 -3.089 -4.196
C 2.359 -0.760 -4.023
H 0.840 -3.617 -2.760
H 1.015 -2.045 -1.930
H 0.018 -2.154 -3.367
H 2.486 -0.244 -3.068
H 1.485 -0.332 -4.517
H 3.241 -0.622 -4.645
C 2.443 3.278 -5.443
C 1.074 2.635 -5.379
O 0.734 1.804 -6.197
C 0.194 3.089 -4.258
H 3.003 2.879 -6.287
H 2.338 4.359 -5.544
H 2.985 3.092 -4.515
H 0.040 4.168 -4.315
H 0.665 2.882 -3.293
H -0.768 2.584 -4.301
C -2.450 -2.081 -8.679
C -1.728 -1.175 -7.707
O -2.309 -0.309 -7.099
C -0.246 -1.409 -7.536
H -3.504 -1.816 -8.715
H -2.013 -1.986 -9.675
H -2.343 -3.122 -8.370
H 0.264 -1.289 -8.493
H -0.072 -2.431 -7.190
H 0.162 -0.696 -6.823


| no. | frontier orbital gap (eV) | E_tot (hartree) |
| --- | --- | --- |
| 1 | 5.696 | -5060.64639 |
| 2 | 6.102 | -7882.23293 |
| 3 | 8.779 | -3843.45701 |
| 4 | 6.146 | -4070.04340 |